A structure of composition C50H42AsBrFN5O8PRu, computed with wB97M-V/def2-TZVPD.

Each line ends with the Mulliken spin population.
Element x y z (Å)
C (1.4576, 1.8616, 4.2066)  0.010
O (-1.0247, 1.5312, 1.9384)  0.118
F (-7.6364, 0.8288, -2.8325)  0.000
H (-2.6462, -1.9199, 6.6061)  0.000
C (-2.3380, 1.0635, -0.9968)  0.234
C (-5.3485, 1.0102, -3.3163)  -0.001
H (-3.3829, -3.3609, 1.9597)  0.000
H (-1.6767, -0.3043, 2.7785)  0.011
H (2.4534, 4.8288, 0.1252)  -0.001
C (-3.9816, 4.4024, -0.4678)  0.201
C (-1.5362, -3.8770, -0.8465)  -0.001
H (-5.0869, -4.4684, 0.5570)  0.000
C (-2.1874, 3.4756, -1.6776)  0.189
C (-6.1279, 0.8072, -1.0368)  -0.001
C (-6.3668, 0.8842, -2.3934)  0.005
H (4.3395, 0.6357, 3.4999)  0.000
C (-3.7749, -4.7011, -1.1218)  0.000
C (2.5356, 0.8785, -3.4874)  0.070
C (5.7189, 0.5715, -4.9913)  0.063
C (0.8475, -4.9516, 1.6047)  -0.001
N (4.7551, 2.7070, -4.5591)  0.225
C (-4.0913, -4.3036, 0.1668)  0.000
H (-3.2303, 1.1524, -3.5661)  -0.001
O (1.3696, 2.5103, 0.7636)  0.158
P (-0.6134, -2.5787, 1.3802)  -0.015
H (-5.5825, 1.0752, -4.3705)  0.000
Ru (0.5274, 0.6469, 0.8878)  1.591
C (-2.5282, 2.9105, 0.6952)  0.141
H (-0.9238, -4.4574, 3.6349)  0.000
C (2.5523, 4.0358, -0.6032)  0.119
H (-4.5266, -5.1788, -1.7372)  0.000
H (4.2059, -3.2233, 0.7889)  0.000
H (-2.5728, -0.0029, 5.0278)  0.000
H (1.9914, -6.7546, 1.7639)  0.000
C (3.1825, 4.2245, -1.7885)  -0.045
C (-3.1312, -3.6856, 0.9582)  -0.001
C (-1.8754, 2.5207, -0.5905)  0.034
C (3.2652, -3.7039, 1.0269)  0.008
H (2.1143, -1.8966, 0.8609)  0.011
C (-3.7557, 0.9836, -1.4901)  0.025
N (-1.3539, 3.4190, -2.8700)  -0.006
H (6.5536, -1.3839, -5.2861)  0.000
C (5.4055, 1.5544, -4.0588)  0.006
H (0.4579, 1.7228, 4.6140)  0.001
O (-0.4015, 2.6408, -2.8401)  0.025
H (4.1412, -5.6467, 1.2620)  0.000
H (2.9007, 1.0122, -4.4966)  0.009
C (-3.5868, 3.7621, 0.7191)  -0.022
C (0.8807, -3.5778, 1.3646)  0.001
H (2.1908, 1.9129, 5.0102)  0.001
H (-1.6504, 0.7124, -1.7666)  -0.016
C (-3.2423, 4.3202, -1.6587)  -0.027
C (-1.2793, -3.4788, 3.9320)  -0.001
H (-6.9583, 0.7163, -0.3492)  0.000
H (1.1267, -1.1076, 4.9185)  0.000
N (-5.1644, 5.2686, -0.4545)  -0.019
H (-1.8258, -4.1393, 5.8918)  0.000
O (-2.6423, 2.5904, 3.0309)  0.052
C (-4.8134, 0.8547, -0.5937)  0.012
H (-4.0994, 3.9660, 1.6481)  0.005
H (1.4638, 2.7812, 3.6254)  0.002
H (-4.6117, 0.7929, 0.4710)  -0.006
H (-0.5367, -3.7198, -1.2372)  0.000
C (3.7228, 0.7119, 2.6054)  -0.009
H (-3.5014, 4.9228, -2.5162)  0.005
O (-0.3066, -1.2587, 0.6966)  -0.019
N (4.1111, 3.4480, -3.8013)  0.068
C (2.0200, -5.6894, 1.5756)  0.000
H (-0.0953, -5.4548, 1.7847)  0.000
C (1.3596, -0.4245, -1.8534)  0.077
C (5.7740, 1.4081, -2.7201)  0.058
C (-2.2022, -0.9770, 4.7331)  0.003
H (5.5962, 2.2087, -2.0136)  0.000
H (-0.7934, 2.4669, -0.4584)  0.166
As (1.8522, 0.3829, 3.0253)  0.165
O (-5.4669, 5.8147, -1.4981)  0.052
C (-2.0664, 2.2962, 1.9975)  0.015
H (2.8949, -0.8944, 4.9053)  0.004
H (3.6265, 5.1808, -2.0341)  -0.003
C (1.9800, 2.7589, -0.3064)  0.036
N (1.4290, 0.5603, -0.9609)  -0.114
C (-1.6914, -1.1474, 3.4524)  -0.001
C (6.4001, 0.2482, -2.3085)  -0.037
H (2.1212, -2.0343, 3.7777)  -0.003
C (2.6727, 1.8980, -2.5370)  -0.040
C (2.0601, 1.7074, -1.3068)  0.126
O (-5.7663, 5.3747, 0.5940)  0.038
C (6.6460, -0.7597, -3.2356)  0.068
C (-2.4968, -4.4895, -1.6307)  0.001
C (1.8861, -0.2823, -3.1354)  -0.023
H (1.7608, -1.0833, -3.8506)  0.000
C (-4.0422, 1.0567, -2.8514)  -0.012
H (0.8452, -1.3194, -1.5302)  0.015
C (-1.2196, -2.3953, 3.0513)  -0.001
H (5.4692, 0.7347, -6.0322)  0.000
H (4.0675, -0.0113, 1.8669)  -0.004
H (3.8134, 1.7155, 2.1908)  0.004
Br (7.4607, -2.3529, -2.6623)  0.008
H (-2.2547, -4.8071, -2.6365)  0.000
C (-2.2450, -2.0507, 5.6092)  0.000
C (6.3228, -0.6025, -4.5757)  -0.032
C (3.2282, -5.0656, 1.2894)  0.000
H (6.7078, 0.1237, -1.2795)  -0.001
C (-1.8530, -3.4686, 0.4529)  0.005
C (3.3533, 3.1677, -2.7381)  0.221
O (-1.6124, 4.1408, -3.8082)  0.064
H (-2.2149, 0.4330, -0.1219)  -0.072
C (2.0933, -2.9607, 1.0621)  -0.022
C (2.0156, -1.0796, 4.2904)  0.027
C (-1.7862, -3.3017, 5.2084)  0.000

Charge ... +1
Expectation value of S² ... 6.148
E_HOMO (spin up / spin down) ... -9.869 / -10.561 eV
Electronic energy ... -8151.73135 Ha
Relative energy (zero: lowest compared OMol25 entry of this formula, charge and spin) ... 0.6754 eV
Spin multiplicity ... 5
Frontier orbital gap (spin up / spin down) ... 5.790 / 5.524 eV
E_LUMO (spin up / spin down) ... -4.1 / -5.0 eV